Below is a 11-piece molecular cluster, C58H174N27O13P9 overall, with properties calculated with ωB97M-V/def2-TZVPD.

Each line ends with the Löwdin charge.
Geometry (Å):
C (-1.55424, -5.43525, -5.70871)  -0.318
C (-2.62204, -4.64967, -6.38638)  -0.230
O (-2.60106, -5.16915, -7.73932)  -0.098
O (-1.16882, -4.94685, -4.49368)  -0.067
H (-0.74666, -5.38819, -6.43561)  0.100
H (-1.83703, -6.50585, -5.65083)  0.138
H (-2.49253, -3.57235, -6.42283)  0.109
H (-3.57195, -4.84636, -5.87238)  0.123
H (-3.45420, -4.96013, -8.14589)  0.088
H (-0.65074, -4.15871, -4.71091)  0.001
C (-6.44573, -3.17934, 0.42703)  -0.270
C (-5.48697, -2.17000, -0.17502)  -0.234
O (-4.78032, -2.78931, -1.27376)  -0.090
O (-5.75479, -4.30642, 0.84939)  -0.050
H (-7.20939, -3.41748, -0.34198)  0.131
H (-6.98833, -2.66946, 1.24971)  0.112
H (-4.73990, -1.85480, 0.57145)  0.083
H (-5.90071, -1.25243, -0.60823)  0.108
H (-4.43134, -2.05642, -1.84058)  0.088
H (-5.67096, -4.25928, 1.81750)  0.090
O (0.62767, 5.84154, 4.90698)  -0.294
P (0.16937, 5.24416, 3.61547)  0.539
N (-1.26608, 6.03364, 3.07103)  -0.284
C (-1.76454, 7.18978, 3.80683)  -0.131
C (-1.62672, 6.16563, 1.66262)  -0.131
N (-0.16299, 3.67021, 3.67400)  -0.279
C (-0.59130, 2.85584, 2.54982)  -0.091
C (-0.21625, 2.90475, 4.94877)  -0.059
N (1.23855, 5.49952, 2.34576)  -0.280
C (2.28676, 4.60987, 2.00270)  -0.131
C (1.59869, 6.89092, 2.16986)  -0.125
H (-1.65604, 8.12372, 3.26689)  0.081
H (-1.30562, 7.28089, 4.76929)  0.060
H (-2.78663, 6.97352, 4.10759)  0.075
H (-0.98577, 6.89083, 1.14372)  0.063
H (-2.65221, 6.55326, 1.58637)  0.082
H (-1.63335, 5.23435, 1.07977)  0.058
H (-0.25408, 1.83156, 2.75830)  0.083
H (-1.66151, 2.85080, 2.43011)  0.048
H (-0.18478, 3.22285, 1.61819)  0.056
H (0.57826, 2.13703, 4.95035)  0.066
H (0.13229, 3.55345, 5.75051)  0.070
H (-1.21375, 2.48681, 5.07118)  0.072
H (1.95512, 3.70624, 1.49104)  0.043
H (2.92124, 5.04167, 1.21802)  0.081
H (3.01044, 4.29380, 2.76274)  0.081
H (1.90243, 7.12410, 1.14200)  0.078
H (2.44625, 7.26571, 2.75475)  0.093
H (0.78648, 7.56822, 2.38692)  0.068
O (0.32185, -2.95101, -5.31636)  -0.299
P (1.40172, -2.72718, -6.32847)  0.443
N (2.83986, -3.28120, -5.73702)  -0.283
C (2.75261, -4.52085, -4.94347)  -0.062
C (4.12477, -3.00657, -6.30461)  -0.114
N (1.54407, -1.13287, -6.54524)  -0.282
C (1.78389, -0.59598, -7.85976)  -0.119
C (1.27697, -0.20157, -5.41281)  -0.053
N (1.05142, -3.40695, -7.69868)  -0.282
C (1.84457, -4.37927, -8.44921)  -0.072
C (-0.19198, -2.95651, -8.41048)  -0.063
H (1.73548, -4.83379, -4.75629)  0.074
H (3.24521, -4.29862, -4.01127)  0.063
H (3.31360, -5.30660, -5.46374)  0.086
H (4.54989, -3.94911, -6.68197)  0.082
H (4.79824, -2.66836, -5.51099)  0.064
H (4.15749, -2.25326, -7.06994)  0.077
H (2.60429, 0.15130, -7.81088)  0.091
H (2.09544, -1.35738, -8.54967)  0.066
H (0.89429, -0.08111, -8.23733)  0.086
H (1.35542, -0.70090, -4.44570)  0.056
H (1.95869, 0.63140, -5.52808)  0.069
H (0.26971, 0.21270, -5.50396)  0.077
H (1.76758, -4.02165, -9.47926)  0.079
H (2.91175, -4.32430, -8.22169)  0.067
H (1.50142, -5.42895, -8.46958)  0.095
H (-0.77367, -3.85756, -8.54765)  0.068
H (0.00470, -2.57629, -9.41930)  0.086
H (-0.74819, -2.19807, -7.90320)  0.079
O (-6.85399, 2.50241, -2.68441)  -0.266
P (-5.67355, 3.29743, -2.47582)  0.461
N (-5.94680, 4.88866, -2.29273)  -0.311
C (-7.32978, 5.39557, -2.19054)  -0.084
C (-4.98098, 5.95340, -2.07876)  -0.110
N (-4.42914, 3.25524, -3.56880)  -0.289
C (-4.43240, 4.11693, -4.77467)  -0.079
C (-3.49709, 2.19544, -3.74398)  -0.120
N (-4.94928, 2.63158, -1.08643)  -0.288
C (-5.66891, 1.79619, -0.09619)  -0.092
C (-3.76711, 3.24609, -0.54728)  -0.142
H (-8.04188, 4.68067, -2.58205)  0.071
H (-7.31140, 6.32663, -2.77444)  0.073
H (-7.52877, 5.75267, -1.14303)  0.096
H (-4.01223, 5.67359, -2.43487)  0.062
H (-4.97630, 6.29781, -1.05678)  0.082
H (-5.35262, 6.74019, -2.73181)  0.077
H (-4.83784, 3.61094, -5.66512)  0.088
H (-4.82134, 5.13316, -4.62121)  0.077
H (-3.36464, 4.17811, -5.05591)  0.067
H (-2.54257, 2.58425, -4.05010)  0.043
H (-3.31959, 1.67749, -2.81847)  0.065
H (-3.92097, 1.40058, -4.34577)  0.094
H (-4.89891, 1.26163, 0.47113)  0.072
H (-6.24096, 2.40574, 0.58649)  0.062
H (-6.36076, 1.08993, -0.56097)  0.066
H (-3.99185, 3.87461, 0.34189)  0.077
H (-3.31146, 3.87365, -1.32286)  0.054
H (-2.98909, 2.48035, -0.33184)  0.070
O (7.32284, -0.38477, -0.22027)  -0.294
P (6.80758, -1.65937, -0.76265)  0.465
N (5.68178, -1.44908, -1.93797)  -0.277
C (5.91250, -0.22251, -2.76448)  -0.074
C (4.87665, -2.49755, -2.54478)  -0.113
N (6.11785, -2.58814, 0.38547)  -0.306
C (4.77588, -2.40877, 0.90809)  -0.095
C (6.94185, -3.33369, 1.35557)  -0.072
N (8.04836, -2.51688, -1.48481)  -0.312
C (7.81671, -3.91782, -1.65452)  -0.153
C (9.42946, -2.19999, -1.48953)  -0.124
H (6.59473, 0.44692, -2.26460)  0.071
H (4.97748, 0.27794, -2.99326)  0.037
H (6.30565, -0.53642, -3.73624)  0.084
H (4.62276, -3.27372, -1.81987)  0.079
H (5.36899, -2.96970, -3.38132)  0.063
H (3.92724, -2.08332, -2.87686)  0.065
H (4.80691, -2.12445, 1.95360)  0.063
H (4.20342, -1.65005, 0.38210)  0.065
H (4.30056, -3.39138, 0.79493)  0.096
H (7.83478, -3.72676, 0.86836)  0.064
H (7.23750, -2.69706, 2.20264)  0.092
H (6.35931, -4.16079, 1.70842)  0.079
H (8.06281, -4.23434, -2.69693)  0.098
H (8.49242, -4.45634, -0.97821)  0.073
H (6.78842, -4.21390, -1.40728)  0.075
H (9.60936, -1.17651, -1.16849)  0.080
H (9.91357, -2.37197, -2.45208)  0.085
H (9.92615, -2.82067, -0.71136)  0.089
O (-3.46892, 1.04911, 5.37163)  -0.276
P (-4.89102, 1.17024, 5.04614)  0.460
N (-5.91454, 1.21330, 6.34697)  -0.322
C (-6.38665, -0.00512, 6.94220)  -0.112
C (-5.66640, 2.19086, 7.39645)  -0.107
N (-5.35978, -0.08921, 4.13114)  -0.300
C (-4.63520, -1.31234, 3.97588)  -0.121
C (-6.73360, -0.13699, 3.65205)  -0.084
N (-5.15410, 2.63864, 4.31769)  -0.294
C (-6.38339, 3.39847, 4.45265)  -0.112
C (-4.21569, 3.11952, 3.33578)  -0.103
H (-5.94082, -0.15452, 7.94104)  0.091
H (-6.13072, -0.83850, 6.29989)  0.070
H (-7.45727, 0.14778, 7.06922)  0.087
H (-6.63037, 2.45895, 7.87028)  0.096
H (-5.17774, 3.04442, 6.98266)  0.068
H (-5.02091, 1.76244, 8.18170)  0.091
H (-5.17229, -2.15768, 4.42877)  0.085
H (-4.52861, -1.61349, 2.92625)  0.065
H (-3.64856, -1.22199, 4.39269)  0.071
H (-6.89723, 0.68210, 2.94065)  0.078
H (-6.92658, -1.09874, 3.18324)  0.072
H (-7.49435, 0.07651, 4.39362)  0.071
H (-6.77230, 3.51448, 3.40118)  0.091
H (-7.10901, 2.83997, 4.99418)  0.057
H (-6.27664, 4.38006, 4.91365)  0.083
H (-3.76872, 4.07253, 3.66301)  0.091
H (-4.76351, 3.32594, 2.40448)  0.058
H (-3.37826, 2.42254, 3.20324)  0.059
O (-0.65256, 1.17379, -1.37729)  -0.283
P (0.08713, -0.03944, -1.01451)  0.538
N (-0.04766, -1.16431, -2.21852)  -0.290
C (-1.21593, -1.13811, -3.06932)  -0.098
C (0.49620, -2.48878, -1.99365)  -0.095
N (-0.61210, -0.71646, 0.37150)  -0.275
C (-1.87021, -0.24409, 0.88494)  -0.107
C (0.01267, -1.71901, 1.23018)  -0.102
N (1.71574, 0.17196, -0.69615)  -0.276
C (2.58928, 0.50554, -1.80969)  -0.106
C (2.14347, 0.81259, 0.53869)  -0.086
H (-0.98338, -1.65274, -4.02204)  0.066
H (-1.48203, -0.09741, -3.31439)  0.068
H (-2.08879, -1.62040, -2.62025)  0.079
H (-0.03820, -3.16230, -1.33551)  0.075
H (1.52492, -2.41001, -1.58702)  0.075
H (0.57039, -2.92830, -3.00072)  0.065
H (-1.85157, -0.10936, 1.97022)  0.082
H (-2.10475, 0.69947, 0.43155)  0.038
H (-2.66069, -0.98104, 0.64164)  0.079
H (0.91609, -2.16601, 0.80032)  0.084
H (0.25988, -1.20210, 2.15298)  0.052
H (-0.69445, -2.54505, 1.47633)  0.070
H (2.50777, -0.28214, -2.58943)  0.066
H (2.35692, 1.50321, -2.22625)  0.077
H (3.60811, 0.40120, -1.45628)  0.064
H (2.16172, 1.89009, 0.42724)  0.064
H (3.06273, 0.36346, 0.84183)  0.064
H (1.48887, 0.51693, 1.38532)  0.066
O (2.38677, 6.29511, -4.13626)  -0.278
P (1.86907, 5.09165, -3.48949)  0.539
N (0.93665, 5.34288, -2.13488)  -0.285
C (0.48080, 6.69010, -1.81270)  -0.094
C (0.18968, 4.30520, -1.36741)  -0.089
N (3.02567, 4.00876, -2.98790)  -0.305
C (3.63119, 4.01635, -1.72169)  -0.138
C (3.89862, 3.30298, -3.91291)  -0.094
N (0.75235, 4.37619, -4.56690)  -0.302
C (0.47296, 4.98490, -5.87398)  -0.093
C (0.00386, 3.22820, -4.33522)  -0.158
H (1.14392, 7.35646, -2.32286)  0.065
H (0.53675, 6.73813, -0.72508)  0.053
H (-0.53693, 6.96671, -2.07799)  0.080
H (0.58125, 3.29748, -1.35881)  0.041
H (-0.85804, 4.31783, -1.74531)  0.089
H (0.19211, 4.62530, -0.31669)  0.054
H (2.90500, 4.20048, -0.94223)  0.052
H (4.04059, 3.00910, -1.59209)  0.071
H (4.49676, 4.68315, -1.60626)  0.100
H (4.72010, 3.97158, -4.19476)  0.098
H (4.25331, 2.34899, -3.50344)  0.057
H (3.32949, 2.96187, -4.77609)  0.074
H (-0.60414, 5.21202, -5.90391)  0.077
H (1.08017, 5.86829, -6.00846)  0.066
H (0.56278, 4.24218, -6.68719)  0.079
H (-1.08190, 3.45399, -4.27170)  0.060
H (0.31506, 2.68916, -3.43397)  0.066
H (0.06549, 2.56377, -5.22406)  0.080
O (3.00293, -0.26443, 7.38346)  -0.277
P (3.84787, -0.08085, 6.20378)  0.496
N (4.02435, 1.48193, 5.71663)  -0.281
C (3.24050, 2.54931, 6.38825)  -0.076
C (4.34551, 1.86801, 4.38447)  -0.144
N (3.50625, -1.05806, 4.86383)  -0.291
C (3.92272, -2.41507, 4.75944)  -0.130
C (2.32798, -0.81392, 4.02282)  -0.105
N (5.38177, -0.57653, 6.56737)  -0.311
C (5.72560, -0.79064, 7.96744)  -0.111
C (6.53959, -0.56844, 5.67868)  -0.119
H (2.44710, 2.89212, 5.71622)  0.056
H (3.85083, 3.35430, 6.81662)  0.092
H (2.73742, 2.12982, 7.25271)  0.069
H (3.44628, 2.23126, 3.84800)  0.061
H (4.91636, 1.11001, 3.82866)  0.081
H (4.92554, 2.80660, 4.38353)  0.091
H (5.01816, -2.47220, 4.72685)  0.063
H (3.61919, -3.06011, 5.60856)  0.097
H (3.46127, -2.82586, 3.85870)  0.069
H (2.64630, -1.02734, 2.96914)  0.075
H (1.43913, -1.40977, 4.24835)  0.073
H (2.09124, 0.24556, 4.06637)  0.058
H (6.45200, -1.60126, 8.09048)  0.076
H (6.21161, 0.09401, 8.37934)  0.079
H (4.82538, -1.08741, 8.51728)  0.074
H (7.10475, -1.51584, 5.81156)  0.088
H (7.15994, 0.31383, 5.82286)  0.084
H (6.25450, -0.67424, 4.62831)  0.057
O (0.62800, -6.20239, 1.41511)  -0.282
P (-0.65410, -6.26957, 2.14120)  0.429
N (-0.70483, -7.34829, 3.37206)  -0.295
C (-1.79660, -7.47747, 4.30889)  -0.125
C (0.27777, -8.38903, 3.61926)  -0.113
N (-1.94964, -6.45196, 1.21009)  -0.314
C (-2.05086, -5.41149, 0.21045)  -0.098
C (-2.65508, -7.69270, 0.89455)  -0.064
N (-0.93949, -4.82780, 2.91297)  -0.299
C (-2.23674, -4.24766, 3.23590)  -0.138
C (0.09522, -4.21025, 3.76328)  -0.102
H (-1.51858, -7.05217, 5.28728)  0.088
H (-2.08383, -8.53080, 4.45423)  0.087
H (-2.71743, -6.96861, 3.98601)  0.073
H (1.25548, -8.08619, 3.25445)  0.076
H (0.00901, -9.38747, 3.27160)  0.083
H (0.51340, -8.47045, 4.67058)  0.074
H (-3.07040, -5.51370, -0.15785)  0.078
H (-1.95428, -4.47745, 0.76455)  0.059
H (-1.45367, -5.50250, -0.69025)  0.089
H (-3.09339, -8.13806, 1.77738)  0.068
H (-3.54253, -7.41205, 0.32307)  0.083
H (-1.92954, -8.27257, 0.31871)  0.095
H (-2.20315, -3.19858, 2.91720)  0.061
H (-3.15233, -4.69804, 2.80653)  0.083
H (-2.39786, -4.26573, 4.30698)  0.077
H (0.09225, -4.61700, 4.80254)  0.090
H (-0.14201, -3.14022, 3.79797)  0.059
H (1.13081, -4.39035, 3.45360)  0.078

Results
SMILES: CN(C)P(=O)(N(C)C)N(C)C.CN(C)P(=O)(N(C)C)N(C)C.CN(C)P(=O)(N(C)C)N(C)C.CN(C)P(=O)(N(C)C)N(C)C.CN(C)P(=O)(N(C)C)N(C)C.CN(C)P(=O)(N(C)C)N(C)C.CN(C)P(=O)(N(C)C)N(C)C.CN(C)P(=O)(N(C)C)N(C)C.CN(C)P(=O)(N(C)C)N(C)C.OCCO.OCCO
Net charge: 0
Kohn-Sham gap, eV: 8.47
Calculated total energy, eV: -213428.5558
E_LUMO, eV: 0.3